[1]
{
  "formula": "C50H42BClCoN8OP2",
  "method": "ωB97M-V/def2-TZVPD",
  "species": ["Co", "Cl", "P", "P", "O", "N", "N", "N", "N", "N", "N", "N", "N", "C", "C", "C", "C", "C", "C", "C", "C", "C", "C", "C", "C", "C", "C", "C", "C", "C", "C", "C", "C", "C", "C", "C", "C", "C", "C", "C", "C", "C", "C", "C", "C", "C", "C", "C", "C", "C", "C", "C", "C", "C", "C", "C", "C", "C", "C", "C", "C", "C", "C", "B", "H", "H", "H", "H", "H", "H", "H", "H", "H", "H", "H", "H", "H", "H", "H", "H", "H", "H", "H", "H", "H", "H", "H", "H", "H", "H", "H", "H", "H", "H", "H", "H", "H", "H", "H", "H", "H", "H", "H", "H", "H", "H"],
  "xyz": [[-0.48, -2.00, -0.19], [3.19, -4.85, -5.73], [-2.49, 3.18, -0.09], [-0.25, 0.68, -0.71], [-0.48, -2.16, -2.06], [-0.80, -1.88, 1.84], [-1.59, -4.74, 0.82], [1.68, -2.19, -0.12], [-2.50, -2.08, -0.27], [-0.50, -0.70, 2.66], [-1.52, -2.88, 2.49], [-3.18, -2.82, 0.63], [-0.56, -4.26, 0.10], [0.81, -3.75, -5.00], [-2.00, 3.10, 2.72], [-1.62, -6.08, 0.76], [0.68, 2.13, -2.98], [-4.69, -1.95, -0.73], [-1.83, 3.69, 3.96], [3.86, -2.04, 1.12], [1.11, 2.36, 1.12], [-3.40, -1.56, -1.10], [-0.72, -3.40, 3.48], [2.55, -3.73, -3.36], [0.48, -2.81, 3.55], [1.19, 1.55, 0.00], [-1.86, 5.86, 2.94], [-0.03, -3.12, -4.13], [-4.50, -2.76, 0.37], [1.72, -0.02, 4.33], [3.51, 2.52, 1.21], [-0.06, 5.73, -3.08], [1.72, -1.10, 1.99], [-0.98, 0.45, -3.37], [-2.08, 3.88, 1.56], [-0.21, 4.73, -0.90], [1.70, -3.08, -2.43], [-0.18, 1.15, -2.48], [-0.77, -0.24, 3.92], [-2.03, 5.27, 1.70], [-0.57, -6.50, -0.04], [0.37, -2.77, -2.82], [0.48, 5.51, -1.82], [2.45, 1.20, -0.49], [0.72, 2.40, -4.34], [2.44, -0.63, 3.23], [3.78, -0.85, 3.29], [-0.09, 1.70, -5.22], [2.27, 2.85, 1.72], [-0.95, 0.73, -4.73], [2.27, -2.76, -1.17], [-1.28, 5.16, -3.42], [3.60, 1.68, 0.10], [-1.75, 5.07, 4.08], [2.12, -4.06, -4.61], [0.50, -1.73, 2.55], [2.45, -1.87, 0.95], [-1.43, 4.16, -1.22], [-1.80, 1.45, -0.07], [0.06, -5.31, -0.43], [0.36, 0.14, 4.64], [4.48, -1.54, 2.22], [-1.96, 4.39, -2.49], [-2.45, -3.75, 1.62], [-1.91, 1.06, 0.95], [-2.12, 5.90, 0.82], [3.57, -3.96, -3.06], [-3.10, -0.94, -1.92], [0.91, -5.18, -1.07], [-5.62, -1.69, -1.20], [-1.61, 5.53, 5.05], [-1.60, -0.36, -3.02], [-0.05, 1.91, -6.29], [-2.93, 3.97, -2.75], [5.54, -1.69, 2.33], [1.30, 2.71, -2.32], [3.32, -3.02, -1.08], [4.46, -2.56, 0.39], [-1.70, 5.32, -4.40], [0.22, 4.58, 0.09], [-2.06, 2.02, 2.67], [-5.19, -3.31, 0.98], [-1.78, -0.06, 4.25], [-3.25, -4.34, 2.30], [1.43, 5.95, -1.55], [-1.10, -4.21, 4.08], [0.48, -4.02, -6.00], [2.38, 0.34, 5.11], [-1.05, -2.89, -4.41], [1.36, -0.20, 1.50], [-1.81, 6.94, 3.02], [4.41, 2.89, 1.69], [2.18, 3.48, 2.60], [0.16, 0.62, 5.60], [1.29, -3.04, 4.22], [0.15, 2.62, 1.54], [4.34, -0.51, 4.15], [-2.38, -6.64, 1.29], [-0.31, -7.51, -0.31], [4.57, 1.40, -0.29], [1.39, 3.16, -4.71], [2.53, 0.53, -1.34], [-1.59, 0.17, -5.41], [-1.75, 3.07, 4.84], [-2.55, 0.87, -0.62], [0.48, 6.34, -3.80]],
  "lowdin_spin": [0.93, 0.00, 0.00, 0.03, 0.04, 0.01, 0.00, -0.03, 0.00, 0.11, 0.00, 0.00, 0.04, 0.05, 0.00, 0.00, 0.00, 0.00, 0.00, 0.06, 0.00, 0.00, 0.01, 0.03, 0.01, 0.01, 0.00, 0.00, 0.00, 0.27, 0.00, 0.00, 0.04, 0.00, 0.00, 0.00, 0.02, 0.00, 0.29, 0.00, 0.00, 0.05, 0.00, 0.00, 0.00, 0.05, 0.15, 0.00, 0.00, 0.00, 0.19, 0.00, 0.00, 0.00, 0.00, 0.04, 0.28, 0.00, 0.00, 0.00, 0.01, 0.18, 0.00, 0.00, 0.00, 0.00, 0.00, 0.00, 0.00, 0.00, 0.00, 0.00, 0.00, 0.00, 0.01, 0.00, 0.01, 0.00, 0.00, 0.00, 0.00, 0.00, 0.02, 0.00, 0.00, 0.00, 0.00, 0.01, 0.00, 0.02, 0.00, 0.00, 0.00, -0.01, 0.00, 0.00, 0.00, 0.00, 0.00, 0.00, 0.00, 0.00, 0.00, 0.00, 0.00, 0.00],
  "multiplicity": 4,
  "homo_ev": [-6.0310, -7.4743],
  "s2": 3.835,
  "homo_lumo_gap_ev": [5.8893, 6.1001],
  "e_above_lowest_kj_mol": 39.6
}

---

[2]
{
  "formula": "C50H42BrCl3MnN5O2S3Se",
  "method": "ωB97M-V/def2-TZVPD",
  "species": ["Br", "Se", "Mn", "Cl", "Cl", "Cl", "S", "S", "S", "O", "O", "N", "N", "N", "N", "N", "C", "C", "C", "C", "C", "C", "C", "C", "C", "C", "C", "C", "C", "C", "C", "C", "C", "C", "C", "C", "C", "C", "C", "C", "C", "C", "C", "C", "C", "C", "C", "C", "C", "C", "C", "C", "C", "C", "C", "C", "C", "C", "C", "C", "C", "C", "C", "C", "C", "C", "H", "H", "H", "H", "H", "H", "H", "H", "H", "H", "H", "H", "H", "H", "H", "H", "H", "H", "H", "H", "H", "H", "H", "H", "H", "H", "H", "H", "H", "H", "H", "H", "H", "H", "H", "H", "H", "H", "H", "H", "H", "H"],
  "xyz": [[-6.54, -5.01, -4.00], [-0.16, -3.88, 2.18], [-2.71, -0.01, 0.12], [-2.12, -1.52, 5.64], [-6.05, -0.22, 0.60], [-2.90, -0.04, 3.24], [1.71, 1.99, -0.17], [-0.97, 2.86, 0.15], [0.64, -0.69, -0.23], [-3.49, -1.26, -1.44], [-3.35, -1.88, 0.66], [0.64, 2.76, 0.63], [-0.79, -0.69, -0.23], [0.93, -7.63, -0.49], [-1.95, 1.84, 0.46], [1.49, 0.67, -0.90], [1.44, -4.25, -1.83], [-0.81, 6.40, 2.18], [-1.16, 2.28, -2.48], [0.25, -5.42, 1.20], [-0.46, 4.82, -3.38], [3.11, 3.43, -3.68], [-0.86, 3.29, -1.59], [-0.51, 4.57, -2.02], [2.64, -1.34, 1.63], [0.60, -0.30, 2.42], [-3.74, -2.09, -0.52], [-4.42, -4.40, 0.11], [2.89, 2.30, 2.32], [-2.56, -1.63, 3.91], [1.40, -0.78, 1.39], [3.06, 1.92, 1.00], [3.10, -1.41, 2.94], [-4.58, 0.84, 0.29], [2.32, -0.93, 3.98], [-5.02, -5.61, -0.19], [-3.09, 5.93, 1.55], [-0.68, -6.02, 0.33], [-1.09, 2.54, -3.84], [-2.15, 6.75, 2.17], [2.41, 3.04, -1.44], [-0.30, -7.09, -0.47], [3.47, 4.73, -3.33], [2.76, 4.34, -1.07], [5.35, 1.37, 1.39], [3.29, 5.18, -2.03], [-1.33, 4.42, 0.95], [3.25, -2.81, -2.52], [1.47, -1.94, -1.19], [-5.66, -5.80, -1.41], [-5.67, -4.76, -2.32], [1.81, -7.07, 0.35], [4.28, 1.44, 0.52], [0.84, -3.19, -1.17], [2.67, -1.74, -1.86], [-0.75, 3.81, -4.29], [-4.44, -3.37, -0.83], [5.20, 1.76, 2.72], [-2.68, 4.75, 0.95], [3.98, 2.22, 3.18], [1.53, -6.00, 1.19], [-5.06, -3.54, -2.06], [1.07, -0.38, 3.72], [-0.39, 5.23, 1.57], [2.57, 2.58, -2.73], [2.64, -4.06, -2.50], [-0.38, 0.09, 2.20], [-0.09, -3.31, -0.62], [-3.39, 4.07, 0.50], [3.89, 5.39, -4.08], [-0.71, 4.02, -5.35], [2.67, -1.02, 5.00], [-6.13, -6.74, -1.65], [6.04, 1.69, 3.39], [-5.06, -2.73, -2.77], [-5.00, -6.42, 0.53], [4.18, -2.67, -3.06], [3.13, -0.77, -1.86], [-0.20, 5.82, -3.73], [-0.08, 7.03, 2.67], [-3.47, -2.23, 3.85], [-1.32, 1.76, -4.55], [0.98, -5.23, -1.80], [6.30, 1.00, 1.03], [-1.02, -7.54, -1.14], [-0.30, 5.35, -1.30], [2.31, -5.60, 1.83], [-1.43, 1.29, -2.12], [3.86, 2.49, 4.22], [2.60, 4.67, -0.05], [3.22, -1.76, 0.82], [4.37, 1.12, -0.51], [-3.91, -4.24, 1.05], [2.27, 1.57, -2.97], [0.65, 4.93, 1.58], [3.24, 3.09, -4.70], [-1.69, -5.64, 0.27], [2.80, -7.50, 0.35], [-1.74, -2.12, 3.40], [3.58, 6.19, -1.76], [3.11, -4.90, -3.01], [1.92, 2.63, 2.66], [0.44, -0.04, 4.54], [-2.47, 7.67, 2.65], [4.06, -1.87, 3.14], [-4.13, 6.20, 1.55], [-4.83, 1.33, -0.67], [-4.66, 1.62, 1.06]],
  "lowdin_spin": [0.00, 0.00, 1.00, 0.00, 0.00, 0.01, 0.00, 0.00, 0.00, 0.00, 0.00, 0.00, 0.00, 0.00, 0.01, 0.00, 0.00, 0.00, 0.00, 0.00, 0.00, 0.00, 0.00, 0.00, 0.00, 0.00, 0.00, 0.00, 0.00, 0.00, 0.00, 0.00, 0.00, -0.02, 0.00, 0.00, 0.00, 0.00, 0.00, 0.00, 0.00, 0.00, 0.00, 0.00, 0.00, 0.00, 0.00, 0.00, 0.00, 0.00, 0.00, 0.00, 0.00, 0.00, 0.00, 0.00, 0.00, 0.00, 0.00, 0.00, 0.00, 0.00, 0.00, 0.00, 0.00, 0.00, 0.00, 0.00, 0.00, 0.00, 0.00, 0.00, 0.00, 0.00, 0.00, 0.00, 0.00, 0.00, 0.00, 0.00, 0.00, 0.00, 0.00, 0.00, 0.00, 0.00, 0.00, 0.00, 0.00, 0.00, 0.00, 0.00, 0.00, 0.00, 0.00, 0.00, 0.00, 0.00, 0.00, 0.00, 0.00, 0.00, 0.00, 0.00, 0.00, 0.00, 0.00, 0.00],
  "multiplicity": 2,
  "homo_ev": [-3.6526, -3.6257],
  "s2": 0.755,
  "homo_lumo_gap_ev": [5.0062, 4.9790],
  "e_above_lowest_kj_mol": 100.0,
  "total_charge": -1
}

---

[3]
{
  "formula": "C50H42MgN2O2PS3Se2",
  "method": "ωB97M-V/def2-TZVPD",
  "species": ["Se", "Se", "S", "S", "S", "P", "Mg", "O", "O", "N", "N", "C", "C", "C", "C", "C", "C", "C", "C", "C", "C", "C", "C", "C", "C", "C", "C", "C", "C", "C", "C", "C", "C", "C", "C", "C", "C", "C", "C", "C", "C", "C", "C", "C", "C", "C", "C", "C", "C", "C", "C", "C", "C", "C", "C", "C", "C", "C", "C", "C", "C", "H", "H", "H", "H", "H", "H", "H", "H", "H", "H", "H", "H", "H", "H", "H", "H", "H", "H", "H", "H", "H", "H", "H", "H", "H", "H", "H", "H", "H", "H", "H", "H", "H", "H", "H", "H", "H", "H", "H", "H", "H", "H"],
  "xyz": [[0.67, -2.50, 2.08], [-0.91, -0.10, 4.48], [0.94, 0.15, -1.66], [1.21, -3.05, -1.25], [-0.05, 2.47, 0.89], [-0.23, -2.06, 4.07], [0.99, -0.25, 1.27], [1.91, 0.23, -0.45], [0.44, 1.46, 1.95], [3.63, -3.91, -2.19], [2.00, -4.36, -3.52], [1.77, -3.76, 5.05], [-1.39, 1.60, 0.11], [3.26, -0.53, -2.97], [1.89, -0.43, -3.05], [1.65, 3.86, -3.14], [0.74, 1.85, -2.22], [-1.54, 1.69, -1.25], [1.21, -1.89, 6.46], [1.89, -1.24, -5.29], [-2.58, 0.97, -1.88], [-1.44, -4.58, 3.70], [-1.95, 4.42, -2.28], [-3.04, 6.86, 3.72], [-0.89, 4.99, 1.21], [-0.50, 2.42, -2.05], [-2.45, -5.51, 3.89], [2.29, -3.78, -2.33], [-2.79, 1.02, -3.29], [-0.90, 3.72, 1.76], [1.03, -2.60, 5.28], [-1.59, 6.01, 1.85], [4.04, -1.86, -6.45], [-0.70, 3.77, -2.46], [-2.27, 5.76, 3.03], [-2.24, 4.47, 3.58], [2.13, -2.34, 7.40], [2.69, -4.21, 5.99], [-1.57, 3.45, 2.95], [-1.03, 6.44, -3.23], [-3.71, -3.90, 5.15], [0.18, 5.84, -3.40], [3.15, -4.85, -4.12], [1.83, 2.57, -2.76], [-2.21, 0.76, 0.91], [-3.79, 0.29, -3.87], [-4.62, -0.54, -3.08], [3.95, -1.01, -4.08], [4.35, -3.45, -1.01], [2.87, -3.49, 7.17], [-3.58, -5.17, 4.62], [-2.11, 5.73, -2.66], [-3.19, 0.04, 0.30], [-3.41, 0.13, -1.10], [-2.70, -2.96, 4.96], [0.38, 4.49, -3.02], [-1.56, -3.29, 4.24], [4.17, -4.56, -3.29], [1.18, -0.78, -4.19], [-4.44, -0.61, -1.73], [3.29, -1.36, -5.25], [5.03, -1.10, -4.03], [-1.59, 7.00, 1.43], [3.58, -3.84, 7.91], [2.27, -1.78, 8.32], [3.26, -5.11, 5.81], [0.64, -0.99, 6.63], [-4.37, -5.90, 4.76], [-2.15, 1.66, -3.90], [-2.79, -1.97, 5.38], [1.01, 6.39, -3.83], [5.22, -4.78, -3.37], [-2.78, 3.88, -1.85], [1.65, -4.32, 4.13], [-1.52, 2.46, 3.39], [-2.03, 0.67, 1.98], [-3.06, 6.22, -2.52], [3.77, -0.27, -2.06], [-3.12, 6.68, 4.79], [-1.17, 7.47, -3.53], [-0.57, -4.85, 3.11], [-3.81, -0.63, 0.89], [5.35, -3.88, -1.04], [1.36, -1.52, -6.19], [-2.75, 4.28, 4.52], [1.06, -4.42, -3.86], [-2.35, -6.50, 3.46], [-2.57, 7.83, 3.56], [2.48, 4.43, -3.55], [-5.07, -1.25, -1.13], [5.06, -2.16, -6.19], [-3.95, 0.35, -4.94], [3.14, -5.36, -5.07], [0.10, -0.72, -4.22], [4.11, -1.08, -7.22], [-4.06, 6.92, 3.32], [3.83, -3.78, -0.12], [-0.35, 5.19, 0.29], [3.54, -2.72, -6.91], [4.42, -2.37, -1.00], [-4.59, -3.63, 5.72], [2.80, 2.10, -2.86], [-5.41, -1.11, -3.55]],
  "mulliken_charge": [-0.19, -0.34, 1.32, -0.47, 0.93, 0.54, 0.77, -0.61, -0.70, 0.32, 0.22, -0.37, 0.84, -0.30, 0.31, -1.39, 0.99, -0.02, -0.43, -0.92, 0.61, -0.26, -0.67, -1.52, -0.27, 0.01, -0.79, -0.37, -0.85, 0.29, 0.96, -1.00, -1.71, 0.51, 1.00, -0.89, -0.65, -0.76, -0.23, -0.62, -0.64, -1.03, -0.82, -1.16, -0.17, -0.97, -0.66, -1.20, -0.80, -0.40, -0.41, -0.93, -1.35, 0.84, -0.40, 0.98, 0.84, -0.07, -0.79, -1.01, 1.02, 0.35, 0.40, 0.38, 0.39, 0.39, 0.26, 0.39, 0.57, 0.31, 0.47, 0.45, 0.54, 0.21, 0.08, 0.29, 0.47, 0.84, 0.38, 0.44, 0.22, 0.48, 0.31, 0.41, 0.42, 0.25, 0.39, 0.39, 0.43, 0.49, 0.39, 0.46, 0.45, 0.59, 0.36, 0.29, 0.32, 0.59, 0.37, 0.21, 0.40, 0.59, 0.42],
  "homo_ev": -9.5616,
  "homo_lumo_gap_ev": 6.9199,
  "total_charge": 1
}

---

[4]
{
  "formula": "C50H44BrFeGeN4O8S2",
  "method": "ωB97M-V/def2-TZVPD",
  "species": ["Br", "Ge", "Fe", "S", "S", "O", "O", "O", "O", "O", "O", "O", "O", "N", "N", "N", "N", "C", "C", "C", "C", "C", "C", "C", "C", "C", "C", "C", "C", "C", "C", "C", "C", "C", "C", "C", "C", "C", "C", "C", "C", "C", "C", "C", "C", "C", "C", "C", "C", "C", "C", "C", "C", "C", "C", "C", "C", "C", "C", "C", "C", "C", "C", "C", "C", "C", "C", "H", "H", "H", "H", "H", "H", "H", "H", "H", "H", "H", "H", "H", "H", "H", "H", "H", "H", "H", "H", "H", "H", "H", "H", "H", "H", "H", "H", "H", "H", "H", "H", "H", "H", "H", "H", "H", "H", "H", "H", "H", "H", "H", "H"],
  "xyz": [[-4.48, -0.70, 2.19], [2.57, 0.12, 3.34], [-3.00, 0.11, 0.36], [0.68, -2.13, -1.67], [-4.16, 4.63, 0.81], [-0.40, 0.51, 1.90], [-2.10, 1.16, -0.96], [1.79, -1.80, -0.79], [-4.52, -1.88, -7.09], [-1.67, -1.16, 1.19], [-2.82, -0.98, -4.99], [-0.70, 2.52, -1.98], [0.11, -3.45, -1.50], [-3.06, 2.34, 1.33], [-3.17, -1.43, -0.86], [-3.45, -3.11, -5.34], [-0.43, -1.07, -1.75], [2.04, 2.97, 0.20], [1.03, -1.07, 3.65], [2.78, -1.83, -3.50], [4.42, 1.05, 5.45], [0.27, -1.69, 2.48], [2.01, 1.79, 0.94], [-2.34, 3.31, 2.04], [5.80, -2.63, 3.06], [3.11, 2.90, 2.75], [-0.66, -0.69, 1.81], [1.23, -2.54, -5.68], [-1.11, 5.49, 3.29], [4.13, -1.26, 1.32], [-3.14, -3.79, -1.17], [2.16, 0.81, 6.18], [2.52, 1.24, 7.45], [-1.00, 1.39, -1.61], [3.16, -2.20, -7.27], [-4.03, 2.89, 0.67], [-0.01, 0.28, -1.99], [3.33, -1.84, -4.78], [-3.11, -3.63, -2.53], [-6.15, 2.74, -0.62], [-2.80, 4.62, 1.86], [0.68, -2.52, -4.41], [-3.12, -2.06, -4.51], [-3.53, -2.83, -6.76], [2.53, 1.74, 2.24], [1.45, -2.17, -3.31], [3.84, 1.58, 7.72], [4.86, -1.74, 3.56], [-5.72, 0.05, -0.98], [-3.18, -2.67, -0.36], [-3.13, -2.34, -3.06], [4.79, 1.48, 6.72], [4.01, -1.04, 2.69], [-5.00, 2.13, -0.13], [-6.87, 0.64, -1.48], [-0.64, 4.19, 3.49], [-4.73, 0.78, -0.31], [-2.20, 5.72, 2.47], [-1.24, 3.10, 2.88], [5.05, -2.17, 0.83], [2.61, 4.11, 0.74], [3.10, 0.71, 5.15], [-3.14, -1.27, -2.18], [3.15, 4.08, 2.02], [2.57, -2.20, -5.88], [-7.09, 2.00, -1.31], [5.90, -2.85, 1.70], [1.12, 0.56, 5.99], [1.51, -1.88, 4.22], [3.05, -3.18, -7.74], [-3.79, -3.75, -7.28], [-0.87, 2.10, 3.01], [-0.61, 6.32, 3.78], [4.78, -1.59, 4.63], [1.52, 0.92, 0.52], [-7.98, 2.47, -1.70], [-6.32, 3.80, -0.46], [-2.55, -2.49, -7.08], [3.51, 2.90, 3.76], [-4.25, -1.07, -6.63], [0.22, 4.01, 4.12], [5.82, 1.74, 6.92], [-3.08, -4.77, -0.71], [3.47, -0.77, 0.62], [2.61, 5.03, 0.17], [4.37, -1.57, -4.91], [-3.20, -2.73, 0.72], [0.93, 0.56, -1.48], [0.61, -2.81, -6.53], [0.33, -0.58, 4.33], [5.18, 0.98, 4.67], [-3.02, -4.50, -3.18], [4.22, -1.96, -7.24], [-0.33, -2.53, 2.83], [-5.61, -1.02, -1.10], [3.37, -1.55, -2.63], [0.18, 0.46, -3.06], [1.58, 3.00, -0.78], [3.59, 4.97, 2.45], [-7.60, 0.03, -1.99], [0.93, -2.08, 1.70], [4.12, 1.91, 8.71], [-0.36, -2.78, -4.25], [-4.09, -3.80, -4.97], [5.09, -2.36, -0.24], [1.77, 1.31, 8.23], [2.66, -1.47, -7.91], [-3.12, -0.26, -2.55], [-2.57, 6.72, 2.31], [6.45, -3.16, 3.75], [6.62, -3.56, 1.31]],
  "lowdin_spin": [-0.03, 0.00, 1.05, 0.00, 0.00, 0.00, 0.02, 0.00, 0.00, 0.01, 0.00, 0.00, 0.00, 0.00, -0.02, 0.00, 0.00, 0.00, 0.00, 0.00, 0.00, 0.00, 0.00, 0.00, 0.00, 0.00, 0.00, 0.00, 0.00, 0.00, 0.00, 0.00, 0.00, 0.00, 0.00, 0.00, 0.00, 0.00, 0.00, 0.00, 0.00, 0.00, 0.00, 0.00, 0.00, 0.00, 0.00, 0.00, 0.00, 0.00, 0.00, 0.00, 0.00, 0.00, 0.00, 0.00, -0.04, 0.00, 0.00, 0.00, 0.00, 0.00, 0.00, 0.00, 0.00, 0.00, 0.00, 0.00, 0.00, 0.00, 0.00, 0.00, 0.00, 0.00, 0.00, 0.00, 0.00, 0.00, 0.00, 0.00, 0.00, 0.00, 0.00, 0.00, 0.00, 0.00, 0.00, 0.00, 0.00, 0.00, 0.00, 0.00, 0.00, 0.00, 0.00, 0.00, 0.00, 0.00, 0.00, 0.00, 0.00, 0.00, 0.00, 0.00, 0.00, 0.00, 0.00, 0.00, 0.00, 0.00, 0.00],
  "multiplicity": 2,
  "homo_ev": [-2.8501, -2.8481],
  "s2": 0.780,
  "homo_lumo_gap_ev": [6.7955, 6.7934],
  "e_above_lowest_kj_mol": 96.4,
  "total_charge": -2
}

---

Number 1: largest force on an atom 0.44 eV/A. Number 2: largest force on an atom 0.82 eV/A. Number 3: largest force on an atom 0.77 eV/A. Number 4: largest force on an atom 0.51 eV/A.